Entry 1:
This record from OMol25 describes a 7-piece molecular cluster, C43H86N2O16 overall in a non-equilibrium geometry. The level of theory is ωB97M-V with the def2-TZVPD basis set.

Each line ends with the Mulliken charge.
Cartesian coordinates (Å):
C -1.424 2.448 5.200  -1.0633
O -1.357 3.361 4.109  -0.1133
C -0.250 2.931 3.318  -0.7769
C -0.555 2.734 1.844  0.1958
C 0.487 3.010 0.984  -0.1574
C 0.400 2.841 -0.354  -0.3117
C -0.795 2.387 -0.891  0.1525
C -1.849 2.121 -0.084  -0.6673
C -1.747 2.297 1.285  1.3938
C -2.987 1.987 2.107  -1.2483
C -4.086 3.096 2.005  0.1191
O -3.808 3.991 0.940  -0.5454
C -4.250 3.943 3.322  -0.9161
N -3.492 5.178 3.355  -0.4542
C -0.858 2.174 -2.379  -0.2830
O -1.888 2.327 -3.008  -0.5957
C 0.446 1.727 -2.999  1.2450
C 0.523 0.774 -4.186  -1.3889
C -0.791 0.072 -4.557  -0.5772
C -1.352 -0.832 -3.457  0.0121
C -2.614 -1.554 -3.982  -0.7842
N -3.528 -1.880 -2.846  -0.4483
C 1.580 2.189 -2.480  -0.7236
C 1.549 3.097 -1.287  -0.1478
O 2.391 3.949 -1.066  -0.6185
H -1.437 1.411 4.839  0.4960
H -2.358 2.589 5.752  0.2930
H -0.587 2.571 5.897  0.2772
H 0.507 3.726 3.368  0.0233
H 0.241 2.024 3.685  0.3760
H 1.434 3.379 1.373  0.6964
H -2.798 1.753 -0.456  0.6315
H -3.440 1.101 1.643  0.4212
H -2.778 1.710 3.134  0.2200
H -5.033 2.590 1.781  0.5602
H -4.619 4.313 0.541  0.3357
H -4.040 3.320 4.196  0.0855
H -5.306 4.236 3.362  0.5175
H -4.002 5.931 2.920  0.2891
H -2.581 5.089 2.930  0.1899
H 1.264 0.006 -3.930  0.3892
H 0.926 1.276 -5.071  0.3176
H -1.512 0.852 -4.816  0.3347
H -0.618 -0.524 -5.460  0.4462
H -1.708 -0.256 -2.599  -0.1063
H -0.604 -1.545 -3.091  0.2851
H -2.322 -2.448 -4.541  0.2668
H -3.140 -0.814 -4.591  0.4115
H -3.458 -2.890 -2.742  0.2111
H -4.477 -1.751 -3.185  0.2082
H 2.563 1.945 -2.875  0.5326
C 3.092 0.335 3.602  -0.8815
O 2.446 0.374 2.342  -0.2470
C 3.318 0.757 1.286  -0.0063
C 3.729 -0.434 0.449  0.0552
O 4.582 -1.311 1.172  -0.4053
C 3.918 -2.479 1.621  -0.6764
H 2.400 -0.106 4.319  0.2303
H 4.000 -0.273 3.571  0.4354
H 3.341 1.349 3.935  0.2983
H 4.198 1.279 1.674  0.3988
H 2.764 1.454 0.652  -0.1742
H 4.299 -0.076 -0.415  -0.2798
H 2.848 -0.965 0.077  0.4199
H 3.670 -3.126 0.772  0.3222
H 3.007 -2.235 2.174  0.2727
H 4.597 -3.015 2.282  0.2550
C -5.497 -5.627 2.587  -0.3927
O -5.096 -4.275 2.737  -0.3744
C -4.073 -3.900 1.825  -0.5481
C -4.621 -3.063 0.690  -0.2952
O -5.452 -3.836 -0.168  -0.3899
C -6.832 -3.585 0.031  -0.7901
H -6.375 -5.788 3.212  0.2510
H -5.759 -5.856 1.550  0.3015
H -4.702 -6.301 2.924  0.0293
H -3.552 -4.780 1.437  0.2915
H -3.350 -3.298 2.386  0.3841
H -3.786 -2.702 0.081  0.2644
H -5.159 -2.192 1.076  0.3189
H -7.091 -2.581 -0.321  0.3248
H -7.110 -3.688 1.083  0.3461
H -7.391 -4.315 -0.552  0.2584
C -1.181 0.449 -8.383  -0.8288
O 0.144 0.091 -8.023  -0.1942
C 0.924 -0.305 -9.143  -0.6050
C 1.888 0.786 -9.556  -0.5297
O 1.204 1.904 -10.103  -0.3820
C 1.121 2.995 -9.203  -0.5687
H -1.666 0.875 -7.505  0.2140
H -1.193 1.190 -9.186  0.4141
H -1.739 -0.441 -8.693  0.2976
H 0.285 -0.593 -9.983  0.3857
H 1.500 -1.185 -8.838  0.3688
H 2.545 0.397 -10.340  0.3827
H 2.513 1.087 -8.709  0.3201
H 2.110 3.442 -9.056  0.3277
H 0.709 2.688 -8.238  0.1621
H 0.462 3.741 -9.644  0.2460
C 2.115 8.475 7.062  -0.6552
O 2.761 8.580 5.806  -0.3684
C 3.417 7.381 5.420  -0.6412
C 2.629 6.635 4.366  -0.4960
O 1.423 6.104 4.898  -0.2864
C 0.284 6.857 4.511  -0.8231
H 1.521 9.376 7.208  0.2383
H 1.452 7.607 7.101  0.2575
H 2.855 8.410 7.867  0.3290
H 3.602 6.739 6.287  0.3394
H 4.385 7.667 4.998  0.3856
H 3.226 5.785 4.017  0.3551
H 2.426 7.280 3.506  0.3915
H 0.092 6.723 3.441  0.2893
H 0.413 7.919 4.734  0.4515
H -0.575 6.484 5.067  0.2443
C -1.913 -7.682 4.866  -0.8025
O -2.971 -8.332 4.183  -0.3406
C -2.507 -9.248 3.201  -0.4451
C -2.634 -10.679 3.675  -0.5940
O -1.725 -10.958 4.731  -0.3678
C -2.351 -10.998 6.001  -0.6815
H -2.345 -7.118 5.691  0.2447
H -1.194 -8.400 5.269  0.3898
H -1.399 -6.983 4.197  0.3033
H -1.475 -9.027 2.916  0.3619
H -3.138 -9.115 2.316  0.3620
H -2.378 -11.348 2.848  0.3679
H -3.663 -10.894 3.978  0.3476
H -2.995 -11.880 6.080  0.3232
H -2.939 -10.096 6.187  0.2896
H -1.569 -11.069 6.756  0.2401
C 6.643 -0.522 -5.796  -0.6800
O 6.254 -1.265 -4.655  -0.3722
C 7.255 -1.293 -3.646  -0.6303
C 6.918 -0.358 -2.507  -0.0550
O 7.001 1.002 -2.910  -0.4145
C 5.732 1.590 -3.124  -0.7625
H 5.773 -0.428 -6.445  0.1973
H 6.990 0.478 -5.526  0.3120
H 7.432 -1.049 -6.343  0.3267
H 8.238 -1.053 -4.063  0.3422
H 7.292 -2.317 -3.261  0.3831
H 7.650 -0.499 -1.705  0.3754
H 5.927 -0.586 -2.103  -0.0379
H 5.207 1.714 -2.170  0.2642
H 5.122 0.990 -3.806  0.3454
H 5.887 2.573 -3.566  0.3827

Calculated values
orbital gap: 0.30149 Ha
maximum force: 0.0338 Eh/bohr
SMILES: COCc1cc2c(cc1C[C@H](O)CN)C(=O)C(CCCCN)=CC2=O.COCCOC.COCCOC.COCCOC.COCCOC.COCCOC.COCCOC

Entry 2:
This record from OMol25 describes C23H26MoN4PS as an isolated structure in a non-equilibrium geometry. The level of theory is ωB97M-V with the def2-TZVPD basis set.

Each line ends with the Löwdin spin population.
Cartesian coordinates (Å):
Mo 0.204 -0.268 0.474  1.6520
C 4.310 4.261 -0.263  0.0002
C 4.146 3.693 1.138  -0.0004
N 3.837 2.249 1.115  -0.0022
C 2.635 1.777 0.871  0.0074
S 2.466 -0.013 0.862  0.1082
N 1.604 2.530 0.636  -0.0077
N 0.442 1.871 0.439  -0.0101
C -0.632 2.610 0.310  0.0548
C -0.615 4.087 0.436  0.0082
C -1.860 1.884 -0.020  0.0081
C -3.048 2.516 -0.331  0.0090
C -4.152 1.750 -0.694  0.0169
C -4.032 0.371 -0.740  0.0050
C -2.816 -0.200 -0.414  0.0200
N -1.753 0.532 -0.053  0.0149
H 4.547 5.321 -0.199  0.0000
H 3.392 4.153 -0.840  0.0000
H 5.124 3.766 -0.792  0.0000
H 3.339 4.189 1.675  0.0000
H 5.056 3.805 1.721  0.0000
H 4.590 1.595 1.272  -0.0004
H 0.276 4.418 0.958  0.0004
H -1.504 4.442 0.955  0.0018
H -0.606 4.539 -0.562  0.0038
H -3.119 3.594 -0.306  0.0004
H -5.088 2.232 -0.944  0.0006
H -4.863 -0.259 -1.028  -0.0001
H -2.677 -1.272 -0.443  0.0015
C 2.362 -3.433 0.989  -0.0022
P 1.001 -2.504 0.292  -0.0050
C -0.551 -2.520 1.201  0.0020
C -0.700 -1.580 2.259  0.0066
C -1.892 -1.507 2.980  0.0290
C -2.925 -2.378 2.677  0.0042
C -2.799 -3.292 1.626  0.0121
C -1.643 -3.343 0.872  0.0196
C 0.625 -2.597 -1.447  0.0115
C 0.369 -1.315 -1.975  0.0093
C -0.135 -1.170 -3.259  0.0019
C -0.358 -2.310 -4.026  0.0006
C -0.088 -3.573 -3.514  0.0050
C 0.388 -3.728 -2.215  -0.0004
H 2.127 -4.499 0.969  -0.0018
H 2.521 -3.119 2.022  -0.0004
H 3.257 -3.243 0.394  0.0012
H 0.142 -0.962 2.627  0.0082
H -1.987 -0.798 3.792  0.0010
H -3.837 -2.353 3.259  -0.0001
H -3.611 -3.974 1.408  0.0003
H -1.558 -4.051 0.057  0.0008
H 0.782 -0.362 -1.554  0.0040
H -0.301 -0.187 -3.679  0.0002
H -0.723 -2.209 -5.039  0.0000
H -0.248 -4.448 -4.130  0.0003
H 0.576 -4.719 -1.821  -0.0002

Calculated values
multiplicity: 3
orbital gap (alpha / beta): 0.20894 / 0.21505 Ha
maximum force: 0.0221 Eh/bohr
charge: +3
ΔE to the lowest compared entry with this formula, charge and spin: 0.451 eV

Entry 3:
This record from OMol25 describes an isolated ion of composition C4H8BrN2 and charge +1 in a non-equilibrium geometry. The level of theory is ωB97M-V with the def2-TZVPD basis set.

Each line ends with the Mulliken charge.
Cartesian coordinates (Å):
N -0.212 2.261 0.341  -0.3359
C -0.307 1.007 0.091  0.3764
N -0.774 0.315 -0.893  -0.1354
C -0.630 -1.144 -0.807  -0.5172
C 0.119 -1.422 0.529  -0.6648
C 0.876 -0.160 0.899  -0.3947
Br 2.504 -0.126 -0.144  0.0062
H 0.506 2.421 1.011  0.2693
H -0.386 3.016 -0.287  0.2488
H -1.382 0.499 -1.729  0.3024
H -0.060 -1.360 -1.709  0.3254
H -1.669 -1.528 -0.923  0.3379
H -0.627 -1.714 1.237  0.3317
H 0.836 -2.246 0.473  0.3911
H 1.205 0.179 1.910  0.4588

Calculated values
orbital gap: 0.39480 Ha
maximum force: 0.0934 Eh/bohr
charge: +1
ΔE to the lowest compared entry with this formula, charge and spin: 1.490 eV
SMILES: [NH2+]=C1NCC[C@H]1Br

Entry 4:
This record from OMol25 describes C32H22AsBr2N4OS7Tc as an isolated structure in a non-equilibrium geometry. The level of theory is ωB97M-V with the def2-TZVPD basis set.

Each line ends with the Mulliken charge.
Cartesian coordinates (Å):
Tc -0.154 0.244 0.038  -0.6234
S -1.582 1.179 1.550  -0.3189
C -0.749 2.633 2.040  0.9423
C -0.895 3.205 3.303  -0.9113
C -0.122 4.298 3.648  0.5014
C -0.183 4.806 5.013  -0.3848
N -0.207 5.182 6.102  -0.4131
C 0.761 4.865 2.708  0.1528
C 0.853 4.331 1.439  -0.9096
C 0.112 3.194 1.125  0.8004
S 0.239 2.412 -0.423  -0.2933
C 1.643 5.973 3.066  -0.2315
N 2.378 6.814 3.351  -0.4621
H -1.579 2.780 4.029  0.6090
H 1.526 4.778 0.710  0.9633
Br -2.086 -0.197 -6.379  -0.0568
C -1.552 -0.011 -4.625  -0.1947
C -0.431 0.727 -4.310  -1.0167
C -0.089 0.859 -2.982  -0.0829
N -0.799 0.279 -1.991  0.7215
C -1.861 -0.475 -2.323  1.0118
C -2.274 -0.627 -3.619  -0.7039
C -2.461 -1.216 -1.186  0.0675
C -3.533 -2.058 -1.294  -0.6579
C -3.929 -2.789 -0.185  -0.2243
Br -5.362 -3.939 -0.317  -0.0477
C -3.250 -2.659 1.008  -0.9452
C -2.200 -1.770 1.067  -0.5445
N -1.810 -1.052 -0.016  0.5772
H 0.170 1.203 -5.077  0.4734
H 0.769 1.448 -2.695  0.6010
H -3.142 -1.231 -3.857  0.4973
H -4.063 -2.156 -2.232  0.5501
H -3.536 -3.222 1.888  0.4899
H -1.651 -1.608 1.984  0.5485
S 1.763 -3.564 -3.407  -0.1802
As 3.450 -4.200 -2.584  0.3729
S 2.792 -1.117 -1.360  0.0184
S 1.101 -1.759 -0.562  -0.2019
S 4.104 -2.591 -1.041  -0.2128
O 1.225 0.472 1.523  1.1957
S 2.018 -0.350 2.567  0.1108
C 3.654 0.340 2.496  -1.0507
C 3.649 1.821 2.237  -0.1246
C 3.589 2.337 0.947  0.0721
C 3.648 3.711 0.736  -0.7088
C 3.769 4.579 1.821  -0.7378
C 3.828 4.070 3.113  -0.8139
C 3.763 2.696 3.316  -0.1408
C 1.480 0.356 4.102  0.0705
C 2.159 -0.318 5.275  0.1058
C 2.087 -1.698 5.474  -0.1650
C 2.693 -2.274 6.584  -0.8156
C 3.367 -1.476 7.503  -0.4426
C 3.438 -0.103 7.311  -0.8975
C 2.840 0.474 6.194  -0.1092
H 4.188 -0.254 1.754  0.5434
H 4.054 0.092 3.487  0.5760
H 3.530 1.658 0.101  0.4607
H 3.627 4.107 -0.275  0.4684
H 3.837 5.650 1.659  0.6035
H 3.937 4.739 3.961  0.5571
H 3.850 2.298 4.323  0.5698
H 0.395 0.218 4.081  0.6929
H 1.702 1.427 4.035  -0.3437
H 1.550 -2.331 4.770  0.3904
H 2.631 -3.345 6.739  0.4175
H 3.830 -1.926 8.375  0.4089
H 3.954 0.523 8.032  0.4181
H 2.883 1.553 6.055  0.4075

Calculated values
orbital gap (alpha / beta): 0.16823 / 0.16829 Ha
maximum force: 0.0398 Eh/bohr
charge: +2
ΔE to the lowest compared entry with this formula, charge and spin: 2.183 eV

Entry 5:
This record from OMol25 describes a 3-piece molecular cluster, C4H14N2O overall in a non-equilibrium geometry. The level of theory is ωB97M-V with the def2-TZVPD basis set.

Each line ends with the Mulliken charge.
Cartesian coordinates (Å):
C 0.001 1.182 -0.360  -0.0093
C -1.497 0.826 -0.181  -0.5186
C -1.761 -0.601 0.484  -0.9605
N -1.085 -0.806 1.711  -0.5765
C -0.191 0.242 -1.410  -0.6934
N 2.421 -1.032 -1.002  -0.7410
H 0.702 0.957 0.470  0.2715
H 0.080 2.211 -0.680  0.2634
H -2.216 0.899 -1.009  0.3702
H -1.803 1.494 0.632  0.3815
H -1.684 -1.419 -0.223  0.4359
H -2.851 -0.544 0.682  0.3972
H -1.440 -0.236 2.460  0.2456
H -0.047 -0.696 1.525  0.3812
H 0.168 -0.780 -1.313  0.4662
H -0.402 0.704 -2.368  0.3777
H 2.741 -0.213 -1.515  0.1720
H 3.346 -1.415 -0.802  0.2715
H 1.985 -0.727 -0.086  0.3845
H 2.197 -0.084 1.682  0.0987
O 1.335 0.037 1.302  -1.0179

Calculated values
orbital gap: 0.26270 Ha
maximum force: 0.0663 Eh/bohr
ΔE to the lowest compared entry with this formula, charge and spin: 6.443 eV

The highest maximum force belongs to which entry?
C4H8BrN2